Record 1
This record from the Open Molecules 2025 dataset describes 15 unconnected molecules or ions with the total composition C36H54Br2F4N10O20. The level of theory is ωB97M-V/def2-TZVPD.

ORCA input file:
```
! wB97M-V def2-TZVPD RIJCOSX def2/J DEFGRID3
* xyz 0 1
C -1.39 1.19 5.30
N -2.34 2.33 5.46
O -3.47 2.07 5.85
O -1.91 3.40 5.00
H -0.38 1.56 5.11
H -1.60 0.48 4.50
H -1.40 0.70 6.27
C -4.16 2.03 -0.33
N -3.33 3.27 -0.56
O -3.92 4.09 -1.32
O -2.33 3.39 0.10
H -4.25 1.53 -1.29
H -5.13 2.34 0.06
H -3.69 1.37 0.40
C 1.40 5.08 -2.34
N 1.82 4.99 -0.93
O 1.01 4.73 -0.08
O 3.02 5.21 -0.72
H 0.50 5.68 -2.46
H 1.22 4.05 -2.66
H 2.10 5.58 -3.01
C -4.07 -3.78 -1.06
N -4.91 -3.09 0.00
O -5.05 -3.73 1.02
O -5.21 -1.92 -0.10
H -3.34 -3.02 -1.32
H -4.81 -3.81 -1.85
H -3.60 -4.71 -0.73
C -0.45 -3.26 -5.01
N -0.59 -3.35 -3.53
O -1.69 -3.67 -3.10
O 0.32 -2.93 -2.88
H -1.24 -2.56 -5.29
H -0.55 -4.23 -5.50
H 0.56 -2.89 -5.18
C -4.41 -1.30 -5.28
N -5.02 -1.54 -3.90
O -5.88 -2.37 -3.82
O -4.51 -0.95 -2.92
H -4.82 -2.17 -5.79
H -3.32 -1.17 -5.27
H -4.88 -0.44 -5.76
C 0.09 5.41 2.86
N 1.21 4.47 2.94
O 0.87 3.31 2.93
O 2.35 4.90 2.94
H -0.28 5.27 3.88
H -0.65 4.95 2.22
H 0.48 6.38 2.54
C -6.47 -0.87 3.34
N -5.56 0.26 3.48
O -5.99 1.34 3.95
O -4.37 0.12 3.11
H -6.13 -1.58 4.10
H -6.39 -1.29 2.34
H -7.52 -0.58 3.40
C 5.58 4.48 2.16
N 6.75 3.64 1.77
O 6.87 3.23 0.63
O 7.37 3.19 2.72
H 5.98 5.48 2.32
H 5.05 4.06 3.01
H 4.96 4.39 1.26
C 4.66 2.91 -4.71
N 4.94 4.26 -5.33
O 3.97 4.94 -5.50
O 6.04 4.39 -5.84
H 4.01 2.52 -5.49
H 4.11 3.09 -3.79
H 5.53 2.26 -4.55
Br -1.67 -0.23 0.38
C 0.10 0.02 -0.46
C 0.55 1.49 -0.19
Br 2.11 1.63 -1.33
H -0.15 -0.21 -1.50
H 0.80 -0.64 0.04
H 0.59 1.84 0.84
H -0.18 2.20 -0.58
F 0.58 -1.22 4.79
C -0.52 -2.00 4.69
C -1.32 -1.84 3.55
C -2.54 -2.60 3.42
C -2.86 -3.47 4.46
C -2.04 -3.69 5.55
C -0.87 -2.88 5.68
H -1.08 -1.08 2.82
H -3.21 -2.32 2.62
H -3.79 -4.01 4.32
H -2.48 -4.33 6.30
H -0.30 -2.95 6.59
F 7.02 -2.39 0.44
C 6.07 -1.84 1.18
C 5.23 -2.71 1.96
C 4.19 -2.12 2.62
C 3.90 -0.74 2.58
C 4.67 0.14 1.75
C 5.82 -0.44 1.11
H 5.49 -3.75 2.09
H 3.63 -2.77 3.28
H 3.05 -0.45 3.17
H 4.40 1.18 1.66
H 6.51 0.14 0.52
F 2.22 1.09 -5.10
C 1.06 1.45 -5.58
C -0.07 1.48 -4.72
C -1.23 1.91 -5.39
C -1.35 2.25 -6.76
C -0.25 2.00 -7.55
C 0.97 1.63 -6.97
H -0.02 1.32 -3.66
H -2.11 2.02 -4.77
H -2.33 2.41 -7.20
H -0.31 2.05 -8.63
H 1.84 1.49 -7.59
F 3.30 -7.37 0.38
C 2.44 -6.71 1.17
C 2.43 -5.33 1.07
C 1.52 -4.60 1.83
C 0.55 -5.31 2.50
C 0.59 -6.69 2.64
C 1.54 -7.40 1.87
H 3.18 -4.76 0.53
H 1.54 -3.52 1.79
H -0.17 -4.78 3.11
H -0.19 -7.23 3.14
H 1.40 -8.47 1.77
*
```

Calculated values
HOMO energy = -8.83 eV
Max |F| = 0.0673 Eh/bohr
Electronic energy = -244982.95698 eV
HOMO-LUMO gap = 8.27 eV



Record 2
This record from the Open Molecules 2025 dataset describes 9 unconnected molecules or ions with the total composition C36H54O18. The level of theory is ωB97M-V/def2-TZVPD.

ORCA input file:
```
! wB97M-V def2-TZVPD RIJCOSX def2/J DEFGRID3
* xyz 0 1
O -1.47 -2.30 -9.03
C -1.40 -1.96 -7.89
C -1.85 -0.62 -7.33
C -0.90 -0.49 -6.11
C -0.92 -1.91 -5.61
O -0.88 -2.68 -6.84
H -1.77 0.11 -8.14
H -2.90 -0.67 -7.04
H 0.09 -0.07 -6.25
H -1.43 0.14 -5.40
H -0.10 -2.22 -4.97
H -1.78 -2.08 -4.96
O 4.69 -6.28 -4.54
C 3.58 -6.41 -4.04
C 3.21 -5.95 -2.67
C 1.73 -6.51 -2.63
C 1.41 -7.15 -3.93
O 2.62 -7.03 -4.65
H 3.85 -6.54 -2.02
H 3.19 -4.88 -2.46
H 1.63 -7.22 -1.82
H 1.08 -5.65 -2.44
H 1.01 -8.16 -3.84
H 0.57 -6.58 -4.33
O -4.94 0.50 9.20
C -5.20 1.02 8.12
C -6.41 1.88 7.77
C -6.32 1.84 6.29
C -4.89 1.58 5.93
O -4.33 0.95 7.08
H -7.21 1.37 8.30
H -6.15 2.85 8.18
H -6.95 1.09 5.82
H -6.60 2.79 5.84
H -4.75 0.94 5.06
H -4.35 2.52 5.79
O 1.10 -6.40 3.05
C 0.94 -5.29 3.53
C -0.33 -4.51 3.64
C -0.02 -3.51 4.74
C 1.52 -3.38 4.53
O 1.93 -4.54 3.99
H -0.57 -4.02 2.69
H -1.22 -5.12 3.83
H -0.46 -2.51 4.69
H -0.11 -3.99 5.71
H 1.84 -2.61 3.82
H 2.03 -3.20 5.47
O -1.22 -0.89 -0.48
C -1.01 0.31 -0.19
C 0.26 0.81 0.40
C 0.14 2.27 0.07
C -1.39 2.55 0.19
O -1.94 1.27 -0.20
H 0.15 0.61 1.47
H 1.17 0.39 -0.03
H 0.66 2.90 0.79
H 0.68 2.48 -0.85
H -1.75 2.63 1.22
H -1.64 3.44 -0.39
O -1.76 10.03 -3.93
C -1.12 9.08 -4.43
C -0.72 7.85 -3.63
C -0.48 6.79 -4.70
C -0.32 7.65 -5.97
O -0.80 8.95 -5.73
H 0.24 8.21 -3.25
H -1.40 7.58 -2.82
H 0.48 6.32 -4.46
H -1.32 6.11 -4.75
H 0.72 7.60 -6.30
H -0.98 7.34 -6.79
O -6.69 -5.93 -1.51
C -6.32 -6.28 -2.64
C -5.15 -5.81 -3.46
C -5.12 -6.87 -4.56
C -6.52 -7.42 -4.58
O -7.07 -7.16 -3.31
H -5.47 -4.81 -3.76
H -4.26 -5.71 -2.83
H -4.83 -6.40 -5.50
H -4.41 -7.68 -4.38
H -7.06 -6.87 -5.34
H -6.45 -8.51 -4.67
O 5.92 -0.46 2.70
C 6.84 -0.38 3.57
C 8.30 -0.66 3.41
C 8.71 -0.46 4.94
C 7.65 0.34 5.59
O 6.54 0.14 4.78
H 8.58 -1.62 3.00
H 8.72 0.14 2.81
H 8.71 -1.50 5.27
H 9.73 -0.07 5.01
H 7.53 -0.17 6.54
H 7.99 1.38 5.53
O 1.27 9.73 2.71
C 2.13 8.85 2.69
C 2.06 7.41 2.23
C 3.24 6.97 3.10
C 4.19 8.05 3.24
O 3.30 9.14 3.34
H 1.09 6.94 2.37
H 2.18 7.49 1.15
H 2.90 6.53 4.04
H 3.75 6.14 2.60
H 4.73 8.09 4.19
H 4.83 8.02 2.36
*
```

Calculated values
HOMO energy = -9.83 eV
Energy above the lowest of the compared OMol25 structures with the same formula, charge and spin = 564.6 kJ/mol
Max |F| = 0.1213 Eh/bohr
Electronic energy = -75059.80732 eV
HOMO-LUMO gap = 9.43 eV
SMILES = O=C1CCCO1.O=C1CCCO1.O=C1CCCO1.O=C1CCCO1.O=C1CCCO1.O=C1CCCO1.O=C1CCCO1.O=C1CCCO1.O=C1CCCO1